Here is a structure of composition C8H15F6N3O2S4Sb2Ti from the Open Molecules 2025 dataset. Energies are from wB97M-V/def2-TZVPD.

```
41
Properties=species:S:1:pos:R:3:forces:R:3:mulliken_charge:R:1
Ti -0.1784 0.4380 1.3074 -0.0911 -0.0773 -0.1131 0.74
S -4.6105 0.4337 1.2335 -0.0118 0.0054 -0.0107 -0.62
Sb -2.9828 1.3264 -0.0253 -0.0107 0.0021 0.0267 0.35
S -1.2759 2.2855 1.6157 0.0179 0.0279 0.0261 -0.50
S -1.2495 -0.4905 -0.3854 0.0296 -0.0203 0.0329 -0.55
F 1.3950 0.6162 2.8971 0.0081 0.0779 -0.0031 -0.76
Sb 2.6485 -0.8701 2.8443 0.0305 -0.0775 -0.0118 2.60
F 1.5183 -1.8384 3.9991 0.0052 -0.0069 -0.0023 -0.57
F 1.4766 -1.3266 1.3794 0.0006 -0.0100 0.0036 -0.66
F 3.7209 -2.3750 2.5741 -0.0167 0.0273 0.0093 -0.55
F 3.7262 0.1299 1.6568 0.0012 0.0143 0.0020 -0.59
F 3.5922 -0.1673 4.2950 -0.0078 -0.0078 0.0048 -0.55
C 5.4444 3.6926 -0.3091 -0.0021 0.0055 0.0114 -1.09
N 4.1569 3.1835 0.1034 -0.0024 0.0071 0.0070 0.12
C 3.4345 2.1040 -0.5414 0.0133 0.0147 -0.0014 -0.48
C 2.2289 2.0136 0.3675 -0.0828 -0.0380 0.0052 0.68
O 1.3551 1.1395 0.1930 0.0803 0.0610 0.0777 -0.16
N 2.2547 2.9444 1.3160 0.0410 -0.0143 -0.0520 -0.51
C 3.4102 3.6032 1.1306 -0.0028 -0.0079 -0.0061 0.46
N 3.7619 4.6055 1.9330 -0.0010 -0.0004 -0.0059 -0.36
H 5.9663 2.9169 -0.8645 -0.0054 -0.0009 -0.0041 0.35
H 6.0555 3.9317 0.5621 0.0031 -0.0004 -0.0020 0.39
H 5.3524 4.5769 -0.9433 -0.0001 0.0018 0.0031 0.32
H 3.9905 1.1671 -0.5291 -0.0089 -0.0001 0.0082 0.34
H 3.1378 2.3500 -1.5632 0.0011 0.0029 -0.0004 0.38
H 3.1597 4.8053 2.7128 -0.0006 0.0010 0.0012 0.25
H 4.6254 5.1043 1.8308 0.0014 -0.0019 0.0019 0.19
O -0.9250 -0.7090 2.7405 0.0170 0.0533 -0.0092 -0.01
S -1.1617 -2.2371 2.7446 -0.0071 -0.0322 -0.0031 0.53
C -2.9265 -2.3921 2.4655 -0.0100 -0.0117 0.0257 -0.56
C -3.5783 -1.9345 3.7598 0.0070 0.0159 -0.0140 -0.57
C -2.8100 -2.6436 4.8727 0.0042 -0.0011 -0.0058 -0.69
C -1.3179 -2.5684 4.5231 0.0065 -0.0114 0.0073 -0.64
H -3.0974 -3.4527 2.2581 -0.0008 0.0024 -0.0069 0.40
H -3.1842 -1.7926 1.5921 0.0024 -0.0023 -0.0076 0.19
H -4.6410 -2.1734 3.7642 -0.0003 -0.0025 0.0020 0.42
H -3.4874 -0.8498 3.8321 0.0007 -0.0011 0.0037 0.28
H -3.1198 -3.6891 4.9279 -0.0007 0.0003 0.0002 0.29
H -2.9923 -2.1956 5.8487 -0.0017 -0.0028 0.0029 0.33
H -0.7575 -3.4748 4.7436 0.0034 0.0007 0.0024 0.52
H -0.7974 -1.7286 4.9793 -0.0099 0.0074 -0.0057 0.28
```
Positions in Å, forces in eV/Å.

Summary:
Kohn-Sham gap (spin up / spin down): 0.2731 / 0.2731 Ha
Energy relative to the best compared isomer or geometry (same formula, charge and spin): 0.0 kJ/mol
Charge: 0
E_tot: -4150.86388 a.u.